Formula: C74H186N12O25
Source: OMol25
Level of theory: wB97M-V/def2-TZVPD

Geometry (Å):
C (-2.349326, -1.126506, 8.289670)
O (-3.648920, -1.499136, 7.897409)
C (-4.257676, -0.404863, 7.215192)
C (-5.518654, -0.921046, 6.600011)
N (-6.671569, -0.010426, 6.603852)
C (-7.774610, -0.300205, 5.719227)
C (-8.393206, -1.630812, 6.015662)
O (-7.672770, -2.521708, 5.212613)
C (-7.885736, -3.834759, 5.688916)
H (-2.362960, -0.246050, 8.939027)
H (-1.710129, -0.965204, 7.430179)
H (-1.880839, -1.929111, 8.851060)
H (-3.568023, -0.053567, 6.430248)
H (-4.416402, 0.384211, 7.958221)
H (-5.849053, -1.728119, 7.247163)
H (-5.319014, -1.275235, 5.581641)
H (-6.302959, 0.922867, 6.428074)
H (-7.528685, -0.252272, 4.657224)
H (-8.534411, 0.460481, 5.863902)
H (-9.468282, -1.705371, 5.816605)
H (-8.110178, -1.852680, 7.037183)
H (-8.954593, -4.049914, 5.610538)
H (-7.599260, -3.890900, 6.745838)
H (-7.282661, -4.485859, 5.049572)
C (-4.424867, 5.463233, 2.737391)
O (-4.612720, 4.347477, 3.574599)
C (-6.011420, 4.154977, 3.745044)
C (-6.115669, 2.800232, 4.484393)
N (-5.333122, 2.749957, 5.697462)
C (-5.917751, 3.416614, 6.832380)
C (-4.845203, 3.565808, 7.942610)
O (-3.623313, 4.183015, 7.463424)
C (-3.766485, 5.572174, 7.129608)
H (-3.351305, 5.624464, 2.649926)
H (-4.940853, 6.285736, 3.230277)
H (-4.901783, 5.228635, 1.774385)
H (-6.433588, 3.989578, 2.745522)
H (-6.517604, 4.980897, 4.268661)
H (-5.792276, 1.981296, 3.831126)
H (-7.160329, 2.640223, 4.762979)
H (-4.384918, 3.102917, 5.587666)
H (-6.779076, 2.887372, 7.256298)
H (-6.223008, 4.432462, 6.590652)
H (-4.479295, 2.588579, 8.265546)
H (-5.187240, 4.174638, 8.795070)
H (-3.962348, 6.083966, 8.074668)
H (-4.588116, 5.732288, 6.418640)
H (-2.787374, 5.861962, 6.742907)
C (4.665872, -0.719735, 9.343500)
O (3.733660, 0.059943, 8.635712)
C (3.460030, 1.327856, 9.229827)
C (2.378623, 2.023061, 8.467714)
N (2.860783, 2.240689, 7.131386)
C (1.847527, 2.651707, 6.180314)
C (0.783286, 1.632414, 5.766982)
O (-0.204963, 1.312021, 6.759815)
C (-1.098065, 2.388638, 7.028267)
H (4.271151, -1.085695, 10.292143)
H (5.589209, -0.178201, 9.588264)
H (4.948825, -1.592373, 8.750029)
H (4.461469, 1.849434, 9.212894)
H (3.171131, 1.037423, 10.237967)
H (2.092215, 2.933167, 8.993042)
H (1.463396, 1.425094, 8.483621)
H (3.290142, 1.425099, 6.715209)
H (2.242540, 3.045798, 5.237323)
H (1.349947, 3.506910, 6.632495)
H (1.185158, 0.674767, 5.445187)
H (0.264629, 2.048425, 4.913893)
H (-1.975742, 1.975712, 7.537569)
H (-1.362881, 2.891833, 6.096148)
H (-0.667077, 3.150157, 7.687004)
C (-3.914322, 0.550026, -2.387889)
O (-4.151161, 1.596270, -3.283116)
C (-5.565141, 1.577414, -3.622098)
C (-5.828600, 2.818608, -4.514079)
N (-5.618345, 4.102884, -3.819161)
C (-6.070235, 5.240260, -4.621099)
C (-5.450902, 6.514637, -4.082852)
O (-4.040489, 6.364995, -4.225893)
C (-3.312724, 7.570522, -3.982620)
H (-4.281061, -0.414832, -2.772720)
H (-4.498488, 0.625541, -1.484736)
H (-2.865336, 0.440873, -2.131858)
H (-6.164035, 1.629953, -2.709434)
H (-5.808105, 0.635395, -4.114375)
H (-6.878583, 2.837331, -4.813947)
H (-5.263687, 2.731365, -5.438125)
H (-4.636644, 4.266669, -3.602734)
H (-7.157206, 5.318228, -4.634836)
H (-5.749222, 5.242950, -5.672201)
H (-5.756064, 6.667272, -3.035744)
H (-5.782246, 7.333336, -4.705376)
H (-3.728719, 8.481000, -4.413849)
H (-2.301498, 7.438341, -4.339883)
H (-3.290402, 7.761802, -2.901377)
C (2.319300, -7.461753, -7.577887)
O (1.080846, -6.802569, -7.864948)
C (-0.023976, -7.447170, -7.222233)
C (-1.289938, -6.613600, -7.579443)
N (-1.086776, -5.306207, -7.018256)
C (-2.151140, -4.389524, -7.243660)
C (-1.821640, -2.950530, -6.691508)
O (-0.875377, -2.388815, -7.560649)
C (-0.515137, -1.129055, -7.068058)
H (2.404912, -7.470585, -6.496732)
H (3.096257, -6.899149, -8.103512)
H (2.285247, -8.486320, -7.944761)
H (0.094719, -7.483482, -6.127751)
H (-0.156852, -8.430588, -7.682226)
H (-2.148040, -7.120793, -7.138144)
H (-1.420811, -6.667450, -8.670903)
H (-0.213069, -5.004364, -7.448995)
H (-3.025941, -4.749853, -6.693476)
H (-2.458908, -4.322245, -8.285977)
H (-1.364536, -3.023542, -5.710218)
H (-2.734345, -2.368395, -6.835191)
H (-1.425917, -0.555692, -6.907880)
H (0.117823, -0.696986, -7.825183)
H (0.006054, -1.236635, -6.114406)
C (-4.435344, -5.025028, -3.590413)
O (-3.927785, -3.787587, -3.089783)
C (-2.735983, -4.053314, -2.355284)
C (-2.407191, -2.746380, -1.663976)
N (-3.291288, -2.375294, -0.528902)
C (-2.767650, -2.918143, 0.737863)
C (-3.731657, -2.744257, 1.853635)
O (-4.836628, -3.622491, 1.574652)
C (-5.852508, -3.469504, 2.527750)
H (-5.229858, -4.707775, -4.258943)
H (-4.760334, -5.650141, -2.766992)
H (-3.654822, -5.550156, -4.155486)
H (-1.949913, -4.378539, -3.037645)
H (-2.980862, -4.781744, -1.586257)
H (-2.577173, -1.994707, -2.440137)
H (-1.364359, -2.682161, -1.336266)
H (-4.280248, -2.592742, -0.608290)
H (-1.861000, -2.369224, 0.985979)
H (-2.645567, -3.989499, 0.676247)
H (-4.132618, -1.738739, 1.844133)
H (-3.328769, -3.057149, 2.824876)
H (-5.535314, -3.601292, 3.573158)
H (-6.596937, -4.240785, 2.366541)
H (-6.267066, -2.455910, 2.509180)
C (-3.473138, 3.723471, -0.600807)
O (-2.602885, 4.522362, 0.155318)
C (-1.377855, 4.752300, -0.538394)
C (-0.382770, 5.196470, 0.505428)
N (0.070981, 4.008051, 1.293892)
C (0.881336, 4.157042, 2.452521)
C (2.274760, 4.690985, 2.070950)
O (3.023266, 4.627424, 3.244853)
C (4.320852, 5.212205, 3.182698)
H (-3.544189, 4.119202, -1.627150)
H (-4.482583, 3.760214, -0.193766)
H (-3.122440, 2.688064, -0.656779)
H (-1.561308, 5.547327, -1.276084)
H (-1.081710, 3.857866, -1.117893)
H (-0.746381, 6.052351, 1.085202)
H (0.492512, 5.637552, 0.019563)
H (-0.797325, 3.525647, 1.537955)
H (1.070732, 3.192384, 2.926446)
H (0.478468, 4.822365, 3.227138)
H (2.264765, 5.703183, 1.639164)
H (2.681525, 3.957786, 1.360232)
H (4.727417, 5.059154, 4.193121)
H (4.248650, 6.256655, 2.889020)
H (4.932871, 4.628092, 2.503123)
C (2.177651, 3.274580, -3.670514)
O (2.965377, 2.306303, -4.291641)
C (2.501666, 2.091115, -5.570610)
C (3.468247, 1.135469, -6.285798)
N (4.519951, 1.692379, -7.105029)
C (5.695747, 2.160382, -6.374460)
C (6.767011, 2.681921, -7.307920)
O (7.349933, 1.638100, -8.098504)
C (8.376201, 0.964282, -7.331013)
H (2.112237, 4.212871, -4.240653)
H (2.533149, 3.307992, -2.648380)
H (1.143919, 2.899306, -3.538440)
H (2.651377, 3.024108, -6.099373)
H (1.458882, 1.746281, -5.529779)
H (2.940384, 0.419647, -6.912622)
H (3.907752, 0.522766, -5.490855)
H (4.790818, 1.053510, -7.839620)
H (6.140866, 1.430465, -5.691218)
H (5.407914, 3.020060, -5.775905)
H (7.593973, 3.124481, -6.751297)
H (6.297694, 3.346090, -8.043027)
H (9.171438, 1.679812, -7.121482)
H (8.816943, 0.190844, -7.966791)
H (7.968953, 0.574773, -6.408436)
C (5.191511, -0.767489, -9.591307)
O (3.968697, -0.644884, -8.891003)
C (3.246549, -1.835397, -8.749488)
C (3.919447, -2.829600, -7.803265)
N (3.120940, -3.990108, -7.416842)
C (2.060649, -3.825933, -6.408393)
C (2.682506, -3.534732, -5.083810)
O (1.741643, -3.925834, -4.123340)
C (2.286936, -3.877772, -2.819741)
H (5.089159, -1.144469, -10.596996)
H (5.912601, -1.354231, -9.029061)
H (5.644196, 0.224042, -9.640642)
H (3.154727, -2.341197, -9.704697)
H (2.253521, -1.610772, -8.365398)
H (4.251949, -2.278487, -6.912870)
H (4.869534, -3.211759, -8.193288)
H (2.778242, -4.475200, -8.242734)
H (1.616982, -4.810869, -6.324979)
H (1.343998, -3.039415, -6.681077)
H (2.962613, -2.498480, -4.881147)
H (3.617345, -4.106272, -4.960446)
H (1.490369, -4.015359, -2.090811)
H (2.712948, -2.896728, -2.600349)
H (2.988622, -4.704288, -2.747402)
C (5.742310, -5.411159, 5.037212)
O (4.867517, -4.364184, 4.580876)
C (4.608081, -4.503362, 3.193689)
C (3.581822, -3.428201, 2.833019)
N (2.256361, -3.749034, 3.391759)
C (1.272344, -2.666271, 3.292768)
C (-0.152813, -3.287979, 3.488974)
O (-1.120937, -2.207718, 3.623029)
C (-1.109065, -1.644830, 4.939857)
H (6.278801, -5.046768, 5.921264)
H (6.384106, -5.769404, 4.240103)
H (5.028867, -6.216705, 5.236159)
H (4.245956, -5.505066, 2.938623)
H (5.517316, -4.321049, 2.611453)
H (3.442170, -3.346149, 1.754969)
H (3.889089, -2.449772, 3.201268)
H (2.319361, -4.039535, 4.376817)
H (1.402167, -2.213578, 2.294653)
H (1.413815, -1.820551, 3.973757)
H (-0.113050, -3.939972, 4.361512)
H (-0.442604, -3.875553, 2.615922)
H (-1.976322, -0.994429, 5.085772)
H (-0.161596, -1.141712, 5.073369)
H (-1.216582, -2.427866, 5.703323)
C (6.833728, -3.390888, -4.836413)
O (6.597237, -2.462436, -3.782415)
C (5.846548, -1.322230, -4.231890)
C (5.496130, -0.486220, -2.983123)
N (6.698142, 0.008423, -2.350664)
C (6.485620, 0.835313, -1.196483)
C (5.862448, 0.062663, -0.007433)
O (6.765750, -0.961833, 0.249044)
C (6.411639, -1.622736, 1.424447)
H (7.547747, -4.136788, -4.494829)
H (7.396984, -2.936900, -5.664361)
H (5.887118, -3.733352, -5.229375)
H (4.957601, -1.693497, -4.757636)
H (6.529113, -0.727296, -4.831730)
H (4.844573, -1.096645, -2.332979)
H (4.882867, 0.371044, -3.308108)
H (7.290835, -0.788640, -2.107990)
H (5.814838, 1.648263, -1.459197)
H (7.451312, 1.173475, -0.828452)
H (4.814967, -0.224213, -0.203321)
H (5.820429, 0.783988, 0.802876)
H (7.129475, -2.406793, 1.644383)
H (5.438380, -2.079713, 1.220710)
H (6.344866, -1.006360, 2.336255)
C (0.462081, -0.859792, -3.038072)
O (0.867963, -1.137651, -1.705337)
C (1.859719, -0.245979, -1.196029)
C (1.218550, 1.134080, -0.822484)
N (0.677821, 1.120475, 0.523489)
C (-0.591441, 0.455401, 0.667856)
C (-1.137234, 0.503202, 2.087564)
O (-1.474527, 1.835527, 2.414358)
C (-2.363112, 1.850671, 3.483708)
H (0.151058, -1.824104, -3.438671)
H (1.279865, -0.354582, -3.595533)
H (-0.372091, -0.154077, -3.039919)
H (2.552746, -0.090293, -2.024288)
H (2.284960, -0.758542, -0.334111)
H (0.471135, 1.335230, -1.582149)
H (2.035322, 1.852365, -0.844248)
H (0.516865, 2.103571, 0.764334)
H (-0.585462, -0.563910, 0.266726)
H (-1.378990, 0.897340, 0.024995)
H (-0.364339, 0.133322, 2.754313)
H (-2.027155, -0.115306, 2.137833)
H (-1.947054, 1.367112, 4.367620)
H (-3.255191, 1.255706, 3.252059)
H (-2.538435, 2.899735, 3.726736)
C (4.220615, 0.792138, 3.998609)
C (3.131473, 1.204272, 2.980861)
O (3.033272, 0.279762, 1.898691)
H (3.926096, -0.074759, 4.588287)
H (4.358736, 1.567143, 4.748978)
H (5.177586, 0.663895, 3.489052)
H (3.430035, 2.195107, 2.592205)
H (2.160095, 1.364703, 3.461284)
H (2.174315, 0.482568, 1.436312)

Forces on atoms 1 to 2 (eV/Å):
0.2 -0.4 0.3
0.2 0.2 -0.2

Output
Orbital gap ... 8.7 eV
HOMO ... -0.3022 Eh
E_tot ... -5468.5399 hartree
LUMO ... 0.514 eV
Maximum force ... 2.965 eV/A

These are the Mulliken partial charges, in e, on atoms 1 to 99: C -0.217; O -0.457; C 0.966; C -0.864; N -0.404; C -0.437; C -1.073; O -0.075; C -0.809; H 0.298; H -0.229; H 0.298; H -0.272; H 0.070; H 0.275; H 0.212; H 0.022; H 0.250; H 0.518; H 0.484; H 0.457; H 0.309; H 0.319; H 0.230; C -0.810; O 0.034; C -0.904; C -0.843; N 0.600; C -0.621; C -0.646; O -0.164; C -0.703; H 0.059; H 0.351; H 0.287; H 0.498; H 0.400; H 0.265; H 0.452; H -0.107; H 0.427; H 0.389; H 0.026; H 0.472; H 0.323; H 0.227; H 0.208; C -0.807; O -0.201; C -0.851; C -0.027; N -0.183; C -1.493; C 1.248; O -0.233; C -0.369; H 0.319; H 0.307; H 0.198; H 0.393; H 0.476; H 0.349; H -0.006; H 0.299; H 0.135; H 0.696; H -0.272; H -0.647; H -0.153; H 0.281; H 0.293; C -0.412; O -0.232; C -0.677; C -0.793; N -0.173; C -0.686; C -0.631; O -0.295; C -0.766; H 0.391; H 0.424; H -0.223; H 0.345; H 0.401; H 0.479; H 0.339; H 0.098; H 0.419; H 0.337; H 0.304; H 0.502; H 0.314; H 0.264; H 0.267; C -0.792; O -0.320; C -0.520